284
Properties=species:S:1:pos:R:3:forces:R:3 method="wB97M-V/def2-TZVPD" largest_force_ha_per_bohr=0.0729 relative_energy_ev=0.704 e_lumo_ev=0.381 gap_ha=0.33590
C -24.4841 9.5306 -26.0969 -0.81 0.47 -0.64
C -23.5030 9.2398 -24.9823 -0.19 0.28 -1.23
C -24.2922 8.6810 -23.8070 0.66 0.72 0.45
O -25.2320 9.6438 -23.4386 -0.87 0.71 0.03
C -26.1216 9.3442 -22.3793 0.53 2.64 -0.28
N -22.5327 8.3000 -25.5564 -0.87 1.60 -0.84
H -25.3520 10.0902 -25.7205 0.43 0.14 -0.18
H -24.9113 8.5751 -26.4096 0.07 -0.13 -0.29
H -24.0507 10.0416 -26.9890 -0.17 -0.40 0.78
H -23.0372 10.2303 -24.7038 -0.09 -1.19 0.02
H -23.5994 8.5570 -22.9924 0.44 -0.53 0.66
H -24.7727 7.7414 -24.0307 -0.16 -0.63 -0.35
H -26.7962 10.2653 -22.3290 0.46 -1.62 -0.08
H -25.5930 9.3173 -21.4394 0.39 -0.15 0.62
H -26.6050 8.4126 -22.5104 -0.96 -0.81 -0.39
H -22.9384 7.5197 -26.0439 -0.43 -0.18 -0.06
H -21.9218 7.9487 -24.9002 1.63 -0.90 1.78
C -19.7934 12.4393 -18.4754 0.28 -1.72 0.37
C -19.0345 11.6949 -19.5629 -0.17 -2.31 0.16
C -20.0206 10.7499 -20.2975 -1.88 0.30 1.79
O -19.4360 10.1296 -21.3622 0.55 -0.70 -1.74
C -20.2179 9.8408 -22.5276 0.88 1.39 -0.67
N -18.3113 12.5119 -20.4658 0.44 0.98 -1.20
H -19.1632 13.1951 -18.0634 0.35 0.52 0.58
H -20.1119 11.6825 -17.7189 0.42 0.70 -0.27
H -20.7158 12.8633 -18.8042 -0.60 0.53 -0.61
H -18.2524 11.0516 -19.1148 -0.51 -0.01 0.30
H -20.9084 11.3764 -20.6053 0.59 -0.51 0.09
H -20.3867 9.9424 -19.5949 0.05 0.91 -0.27
H -21.0219 9.1125 -22.4224 -0.06 -0.06 0.51
H -19.4430 9.4471 -23.2034 -0.57 0.00 -0.09
H -20.6351 10.7949 -23.0048 0.42 -1.12 0.76
H -18.8885 13.3140 -20.6466 0.00 0.54 -0.56
H -18.1192 12.0268 -21.3621 -0.29 0.38 0.89
C -22.3255 9.3523 -14.1484 -2.42 -1.24 -0.43
C -22.8680 10.2089 -15.2696 2.24 1.72 -1.53
C -22.6018 9.5135 -16.5936 0.63 -0.06 0.23
O -22.6210 10.4656 -17.6389 -0.56 -0.39 0.48
C -23.4246 10.0330 -18.6943 -0.13 -2.18 -0.10
N -24.2787 10.5406 -15.2155 -0.26 -0.01 0.76
H -21.2955 9.5130 -13.9245 0.78 -0.14 -0.14
H -22.5886 8.3073 -14.5006 0.89 0.82 0.39
H -22.8969 9.3900 -13.2172 0.19 0.49 -0.10
H -22.2932 11.1751 -15.4147 -0.22 -0.79 0.68
H -23.4611 8.8362 -16.6527 0.29 -0.52 -0.50
H -21.6011 8.9957 -16.6703 -1.03 0.16 0.46
H -24.4767 10.2529 -18.6159 -0.57 0.03 0.69
H -23.3017 8.9306 -18.9748 -0.06 1.31 0.57
H -23.1160 10.5685 -19.5095 0.91 1.31 -2.37
H -24.2983 11.2659 -14.5058 -0.79 0.01 0.20
H -24.5777 10.9999 -16.0781 0.16 -0.23 0.09
C -17.3477 3.8875 -19.5154 1.18 1.48 -0.09
C -16.5761 3.4762 -20.7574 -0.41 0.38 0.04
C -17.3419 2.3442 -21.3958 1.29 -0.60 0.73
O -17.1106 1.2152 -20.5393 -1.51 -1.26 -1.34
C -17.7016 0.0259 -21.1707 -0.58 2.33 -1.20
N -16.3340 4.5131 -21.7518 -0.32 1.34 0.35
H -17.4894 2.9816 -19.0224 -0.67 -1.49 1.31
H -18.3133 4.3368 -19.7515 0.18 0.17 0.02
H -16.7401 4.5275 -18.8351 -0.52 -0.13 -0.51
H -15.6174 3.0656 -20.4162 -0.05 0.06 -0.31
H -16.8992 2.1341 -22.3410 0.35 -0.17 -1.04
H -18.3885 2.5670 -21.5694 -0.48 -0.06 0.28
H -17.2890 -0.2027 -22.1660 0.30 0.51 0.13
H -18.7985 0.1183 -21.3719 0.75 0.08 0.55
H -17.4720 -0.7891 -20.5852 0.28 -1.72 1.62
H -17.2310 5.0080 -21.9416 0.84 -0.53 -0.04
H -15.7512 5.2389 -21.3058 -0.26 -0.43 -0.42
C -20.1191 0.8290 -24.8856 -0.36 -1.54 -0.55
C -21.1397 0.2457 -23.8565 0.70 2.14 0.24
C -22.3011 -0.4520 -24.5033 0.08 -1.09 -0.04
O -23.3727 0.3045 -24.9654 -0.35 0.26 -0.72
C -23.8530 -0.1389 -26.2609 -0.20 -0.07 0.83
N -20.4552 -0.7309 -23.0362 -0.15 1.05 1.08
H -19.3100 1.3937 -24.4333 -0.16 0.19 0.14
H -20.6282 1.4039 -25.6539 -0.06 0.43 0.12
H -19.6368 -0.0145 -25.4799 -0.52 0.69 0.85
H -21.5257 1.1117 -23.2078 0.72 -1.21 -0.67
H -22.6749 -1.2536 -23.8148 0.16 0.47 -0.46
H -21.8064 -0.9025 -25.3479 -0.07 -0.89 -0.56
H -24.8728 0.3118 -26.2790 0.62 -0.77 -0.50
H -23.8243 -1.2803 -26.2816 -0.39 1.50 -0.20
H -23.2286 0.2918 -27.0701 -0.29 -0.31 0.38
H -20.0606 -1.4835 -23.5512 0.30 -0.56 -0.72
H -21.1641 -1.1048 -22.4344 0.02 -0.56 0.60
C -25.2296 -0.9070 -14.5840 -0.08 1.41 -0.07
C -25.9357 -1.7091 -15.6396 -0.64 -2.26 0.89
C -27.0613 -0.9486 -16.2808 -2.41 -2.57 0.70
O -28.0677 -0.4702 -15.3942 0.08 0.35 0.49
C -29.2293 -0.0372 -16.1116 0.35 -1.42 0.13
N -24.9206 -2.2775 -16.5788 -1.21 1.22 -1.22
H -25.7147 -0.8532 -13.6043 -0.17 -0.16 -0.34
H -25.1025 0.1490 -14.9377 0.04 -0.69 0.25
H -24.2626 -1.3418 -14.4652 0.84 -0.19 0.31
H -26.3732 -2.6218 -15.1764 0.03 0.59 0.05
H -27.6409 -1.5897 -16.9691 0.68 -0.19 -0.29
H -26.6499 -0.1857 -16.7993 1.26 2.93 -1.97
H -29.7389 0.7476 -15.5716 -0.13 -0.05 0.25
H -29.8837 -0.8969 -16.3748 0.02 0.26 0.74
H -28.9559 0.3000 -17.0763 0.47 1.02 -0.99
H -25.3818 -2.4723 -17.5069 0.52 0.07 1.25
H -24.2957 -1.4957 -16.7872 0.39 -0.31 -0.15
C -19.1647 6.8525 -27.0630 -0.53 -1.04 -0.66
C -18.5729 5.9511 -25.9738 -0.01 0.27 1.32
C -19.7310 5.5730 -24.9855 0.59 -0.21 -0.22
O -19.2519 4.7570 -23.9258 0.55 -0.14 0.66
C -19.8564 4.9376 -22.6634 1.77 2.14 0.10
N -17.8839 4.7025 -26.5123 -1.43 1.26 1.65
H -20.0239 6.3042 -27.5645 1.04 0.64 0.32
H -18.3899 7.1154 -27.8126 -0.53 -0.11 0.32
H -19.5918 7.7705 -26.6406 0.20 -0.20 -0.03
H -17.8898 6.5839 -25.3676 0.12 -0.40 -0.37
H -20.3503 4.9461 -25.6072 -1.01 -0.01 -0.05
H -20.2829 6.4319 -24.5098 0.54 -0.46 -0.97
H -20.0119 6.0341 -22.4113 0.35 -0.94 -0.30
H -19.2380 4.4879 -21.8770 0.19 0.19 -0.33
H -20.7784 4.4958 -22.5438 -2.43 -1.16 -0.18
H -17.1566 4.4375 -25.8517 -0.25 -0.06 -0.02
H -17.4186 4.9782 -27.3379 0.61 0.26 -1.13
C -15.8995 2.5964 -15.7303 -0.80 -0.96 -0.49
C -15.8869 1.0342 -15.6896 -0.08 1.44 0.79
C -16.1877 0.4535 -14.2786 -0.52 -0.66 -1.48
O -15.0647 0.5534 -13.4767 0.88 0.66 -0.92
C -15.2304 0.0834 -12.1832 -1.65 -0.07 -0.12
N -16.8842 0.6238 -16.6909 0.23 0.13 0.00
H -16.9454 2.9695 -15.8881 0.98 -0.21 0.52
H -15.3836 2.7663 -16.6475 0.37 0.73 -0.92
H -15.3215 3.1146 -14.9758 -0.23 -0.11 0.47
H -14.8865 0.7701 -16.0481 0.07 -0.45 0.58
H -16.5064 -0.6276 -14.4084 0.17 0.86 0.30
H -17.0083 1.0264 -13.8363 -0.27 -0.12 -0.03
H -15.6976 -0.9155 -12.2563 0.61 -0.06 0.53
H -15.9510 0.7015 -11.6128 0.25 -0.01 -0.10
H -14.2649 0.1529 -11.7375 0.54 -0.46 0.60
H -16.7275 -0.3456 -16.8772 -0.21 -1.01 0.07
H -16.5725 1.0276 -17.5709 -0.33 0.37 -0.10
C -21.5353 6.3243 -11.2506 -0.19 0.36 -0.79
C -22.6234 6.7480 -12.2699 0.02 0.17 0.41
C -23.4869 5.5266 -12.7095 0.76 1.53 0.71
O -22.7629 4.8756 -13.6864 -0.42 -1.50 -0.50
C -23.4887 3.6822 -14.0216 0.22 -0.10 0.67
N -23.4909 7.8247 -11.6711 0.32 -1.39 -0.31
H -20.8412 5.5773 -11.6946 -0.34 0.63 0.40
H -21.9533 5.9451 -10.3303 -0.53 -0.67 0.13
H -21.0471 7.2215 -10.8786 0.62 0.11 -0.45
H -22.1257 7.2010 -13.1745 -0.51 -0.92 1.04
H -24.4622 5.8672 -13.1032 0.09 -0.03 0.07
H -23.6635 4.8364 -11.8675 -0.12 0.29 0.10
H -24.5402 3.9658 -14.2745 0.74 -0.57 -0.02
H -23.4545 2.8922 -13.2037 -0.24 1.13 -0.49
H -22.9276 3.2503 -14.8222 -0.08 -0.27 -0.91
H -24.3576 7.7141 -12.1983 -0.18 0.62 0.16
H -23.7112 7.4758 -10.7430 -0.13 0.22 0.22
C -22.1457 -0.5840 -19.7761 -1.21 -1.37 0.44
C -21.5502 -0.1939 -18.4330 1.24 -0.12 0.19
C -21.9870 1.2514 -18.1247 -2.04 -1.19 -0.60
O -21.7113 2.1908 -19.1525 0.72 -0.57 -0.02
C -20.2905 2.3438 -19.1594 -0.04 0.18 0.63
N -22.0022 -1.0538 -17.2948 0.62 0.48 -0.09
H -21.6975 -0.0646 -20.5989 0.17 0.51 -0.36
H -23.2551 -0.5137 -19.8146 0.52 0.72 0.20
H -22.0648 -1.6546 -19.9711 0.66 -0.19 0.07
H -20.4211 -0.2345 -18.5003 -0.97 0.02 -0.10
H -21.6151 1.6433 -17.2097 0.42 0.09 1.00
H -23.0833 1.1328 -18.0686 0.21 0.47 0.13
H -19.9678 2.1672 -18.1220 0.35 0.60 -0.25
H -20.0270 3.3414 -19.5061 -0.16 -0.10 0.02
H -19.7887 1.5853 -19.7436 0.03 -0.17 -0.57
H -21.7011 -2.0207 -17.3736 -0.42 -0.25 -1.04
H -21.3586 -0.8400 -16.5369 -0.24 0.88 0.44
C -18.4782 6.8100 -14.3384 -0.41 -0.80 -0.90
C -19.2471 7.2023 -15.6280 -0.26 -1.08 0.58
C -18.3094 7.2959 -16.7819 1.08 0.62 -1.16
O -18.9971 7.8182 -17.9207 -0.26 -0.46 0.29
C -18.3108 7.5871 -19.1569 0.33 -0.03 1.46
N -20.3059 6.2390 -15.9973 -0.31 -0.19 0.44
H -17.8348 5.9537 -14.5618 0.40 0.21 -0.23
H -19.1212 6.3529 -13.5820 -0.28 0.78 0.11
H -17.8871 7.6565 -13.9995 0.00 -0.11 0.35
H -19.6221 8.1968 -15.5217 -0.65 0.75 0.27
H -17.8094 6.3651 -17.0842 -0.39 -0.41 0.34
H -17.4702 7.9414 -16.4987 0.01 0.30 -0.05
H -19.0095 7.7694 -19.9474 -0.41 0.08 -0.48
H -17.9778 6.5100 -19.1653 0.16 1.25 -0.31
H -17.5360 8.3771 -19.1958 0.24 -0.88 -0.45
H -20.1298 6.0231 -16.9649 -0.55 0.01 -0.39
H -21.2979 6.5233 -15.8853 1.17 0.01 0.01
C -29.2338 5.7538 -16.3203 -1.03 -0.77 -1.65
C -27.8877 5.2405 -15.8918 -0.60 -0.67 2.22
C -27.2134 4.4468 -16.9400 0.06 0.19 -1.39
O -25.8637 4.2499 -16.6017 0.83 -1.18 -0.50
C -25.2677 3.3111 -17.5160 -1.19 2.42 -2.13
N -26.9855 6.3070 -15.5043 -0.45 1.41 0.34
H -29.8045 4.9470 -16.8011 0.22 -0.50 0.33
H -29.2072 6.4187 -17.2103 0.21 0.45 1.20
H -29.8882 6.0071 -15.4873 0.27 0.76 -0.07
H -28.0843 4.5395 -15.0187 0.26 0.61 -0.64
H -27.2510 5.0341 -17.8744 -0.04 -0.29 -0.06
H -27.7325 3.5021 -17.1014 -0.07 -0.21 0.00
H -24.2077 3.3618 -17.5115 0.93 0.21 0.39
H -25.6212 3.4832 -18.5964 0.58 0.45 1.27
H -25.6021 2.3412 -17.4019 -0.68 -2.32 1.12
H -27.4014 6.9886 -14.8412 0.46 -0.83 -0.53
H -26.1486 5.9174 -15.1086 0.31 0.07 0.19
C -19.8188 1.3650 -14.4924 -0.30 -1.46 -0.18
C -19.6211 2.8452 -14.6559 1.58 -0.40 0.43
O -20.3737 3.3327 -15.7505 0.20 -1.12 0.82
O -19.6753 0.5233 -15.6401 -0.23 0.33 -0.27
H -20.8488 1.2244 -14.1173 0.18 -0.09 -0.48
H -19.1974 0.9275 -13.6878 0.06 0.65 -0.11
H -18.5195 3.1131 -14.7183 -1.13 -0.27 -0.29
H -19.8862 3.1357 -13.6243 -0.52 0.96 -0.43
H -20.3143 4.2847 -15.7229 -0.07 1.29 0.03
H -18.8648 0.7122 -16.1604 0.00 0.11 0.61
C -26.3569 10.2764 -11.8740 0.52 -0.01 0.60
C -26.8195 9.4986 -13.0949 0.46 1.46 -0.83
O -25.7716 8.6517 -13.5402 0.13 -0.23 -0.67
O -25.1412 10.9618 -12.1203 1.01 -0.49 -0.55
H -26.0462 9.6183 -11.0583 -1.07 -0.41 0.24
H -27.0689 11.0385 -11.5389 -0.13 -0.38 -0.05
H -27.0099 10.2599 -13.8911 -0.10 -0.46 0.43
H -27.7563 8.9668 -12.9133 0.18 -0.29 0.05
H -25.2544 9.1134 -14.2688 -0.66 -0.07 0.80
H -24.4800 10.2298 -12.0902 -0.31 0.96 -0.14
C -24.1147 2.0469 -22.4189 0.11 0.76 1.43
C -23.6354 3.0066 -23.4678 0.20 0.28 -0.42
O -24.4582 4.0904 -23.7962 -0.64 0.31 -0.51
O -25.1175 1.1170 -22.8280 -0.02 0.25 0.40
H -24.5533 2.6449 -21.5560 0.52 -0.98 -0.84
H -23.1355 1.5908 -22.1002 -1.20 -0.29 0.21
H -23.6050 2.4559 -24.3918 0.80 -0.28 -0.34
H -22.6456 3.3822 -23.1406 -0.18 -0.29 -0.32
H -24.5249 4.6889 -23.0450 -0.15 0.39 0.47
H -24.7649 0.5763 -23.5442 0.33 0.09 -0.26
C -27.8504 0.5584 -19.8084 -0.33 -0.85 1.35
C -28.1610 0.2485 -21.2413 -1.11 1.90 1.18
O -27.9992 1.4492 -21.9557 0.98 0.63 -1.45
O -28.4933 1.6321 -19.1929 -0.46 0.83 -0.18
H -26.7918 0.6151 -19.6617 1.08 0.38 -0.26
H -28.1211 -0.2496 -19.1540 -0.25 -1.03 -0.04
H -29.1857 -0.0020 -21.4238 -0.58 -0.85 0.25
H -27.4664 -0.4780 -21.5028 1.02 -1.57 -0.98
H -27.2886 1.3208 -22.6109 -0.08 0.23 0.25
H -28.0787 2.4551 -19.4755 -0.06 0.22 0.04
C -23.5039 4.1225 -27.1624 -1.04 0.85 -0.01
C -22.2467 3.6858 -27.8181 0.24 0.80 -0.28
O -22.4014 2.7505 -28.8281 0.38 -1.47 -0.48
O -23.2073 5.0857 -26.1695 -0.02 -0.33 0.72
H -24.1004 3.2798 -26.8408 0.02 -0.44 0.70
H -24.1692 4.6456 -27.8428 -0.05 -0.07 -0.85
H -21.5981 3.1873 -27.1447 0.56 -0.33 1.11
H -21.7163 4.5890 -28.1126 0.19 0.18 -0.44
H -23.0044 2.9455 -29.5319 -0.53 0.76 -0.30
H -23.7506 4.8865 -25.3820 0.24 0.02 -0.01
C -26.2285 5.7767 -21.0733 0.81 -0.24 -0.44
C -27.0827 4.5999 -21.5760 -0.04 2.23 0.43
O -26.8411 3.5274 -20.7091 -0.42 -0.53 0.39
O -24.8905 5.5373 -21.5312 0.50 0.37 0.28
H -26.1690 5.8477 -19.9642 -0.67 0.17 -0.67
H -26.4340 6.7420 -21.5644 -0.70 -0.53 0.58
H -26.6775 4.3733 -22.5728 -0.71 0.06 -0.03
H -28.1184 5.0395 -21.5695 0.41 -1.16 -0.20
H -27.2693 2.7202 -21.0791 0.23 0.31 -0.33
H -24.5085 4.8916 -20.9287 0.69 -0.38 0.16
C -26.9242 8.7811 -18.0583 1.20 1.53 -0.96
C -27.7157 9.6278 -17.1127 -1.86 1.03 0.98
O -27.2615 10.9731 -17.1838 0.85 -0.16 0.84
O -27.2793 7.4570 -18.0464 0.54 -1.09 0.56
H -25.8446 8.9643 -17.7611 -0.93 -0.39 -0.44
H -27.0437 9.2008 -19.1051 0.12 -0.44 0.97
H -27.5665 9.3800 -16.0479 0.05 -0.48 -0.46
H -28.8479 9.6303 -17.2722 1.35 -0.43 -0.06
H -27.7319 11.4193 -17.8603 -0.59 0.65 -1.00
H -26.9004 7.1092 -17.1870 -0.63 -0.15 -0.44
C -22.4408 5.3576 -19.3157 -0.75 0.32 0.44
C -21.8982 6.6368 -19.9657 0.15 0.45 2.18
O -22.7219 7.4000 -20.8317 0.41 -0.44 0.35
O -22.8049 4.3536 -20.2400 0.00 -0.77 -0.62
H -23.3525 5.6699 -18.7598 0.27 -0.24 -0.01
H -21.7110 4.9958 -18.5509 -0.32 0.19 -0.62
H -20.9436 6.4193 -20.4095 0.46 0.00 -0.61
H -21.6725 7.2542 -19.0260 -0.09 -0.38 -1.18
H -23.5492 6.9295 -20.9777 -0.29 -0.34 -0.28
H -22.6122 3.4154 -19.9591 0.15 1.21 0.34